Version a
20
Properties=species:S:1:pos:R:3 method="wB97M-V/def2-TZVPD" total_charge=-1 gap_ev=6.18 molar_mass_g_mol=114.2 e_homo_ev=-2.285 lumo_energy_ha=0.14299
C -1.81 1.35 0.00
O -2.44 2.23 -0.80
C -0.28 0.98 -0.31
C 0.13 0.34 1.02
C 0.97 -0.33 -0.11
C 0.66 -1.65 -0.60
C 0.96 -2.89 0.20
N 0.28 2.37 -0.47
H -1.79 1.94 1.04
H -2.20 0.32 0.29
H -0.48 0.59 -1.31
H -0.57 -0.36 1.45
H 0.74 0.90 1.78
H 1.99 0.24 -0.38
H 0.21 -1.68 -1.55
H 0.90 -2.57 1.25
H 2.01 -3.36 0.25
H 0.37 -3.88 0.12
H -0.54 2.90 -0.57
H 0.90 2.56 -1.29

Version b
20
Properties=species:S:1:pos:R:3 method="wB97M-V/def2-TZVPD" total_charge=-1 gap_ev=5.27 molar_mass_g_mol=114.2 e_homo_ev=-1.996 lumo_energy_ha=0.12020
C 0.15 3.72 -0.60
N 0.77 2.73 0.34
C -0.01 1.63 0.62
C 0.62 0.51 0.93
C -0.24 -0.82 0.99
C 0.36 -1.79 -0.01
C -0.79 -2.52 -0.99
O -0.78 -3.86 -1.04
H 0.25 4.68 -0.16
H 0.75 3.65 -1.43
H -0.97 3.36 -0.73
H 1.43 3.07 1.02
H -1.05 1.86 0.45
H 1.69 0.40 1.00
H -0.30 -0.96 1.99
H -1.27 -0.57 0.55
H 1.04 -2.59 0.48
H 1.11 -1.11 -0.51
H -1.69 -2.17 -0.45
H -0.70 -2.16 -1.95

Most stable of them? version b.

Version a
19
Properties=species:S:1:pos:R:3 method="wB97M-V/def2-TZVPD" total_charge=-1 gap_ev=8.91 molar_mass_g_mol=132.1 e_homo_ev=-4.866 lumo_energy_ha=0.14870
C 0.57 1.61 -0.66
C 2.03 1.63 -0.27
C -0.37 1.82 0.49
O -1.17 2.76 0.50
N -0.34 0.93 1.51
H 0.18 2.27 -1.43
H 0.32 0.55 -0.89
H 2.75 1.49 -1.07
H 2.14 0.80 0.42
H -1.15 0.96 2.12
H -0.02 -0.02 1.27
H 2.43 2.55 0.18
C -0.76 -3.41 -0.51
C -0.20 -1.99 -0.35
O 0.14 -1.67 0.82
O -0.19 -1.22 -1.34
H -0.14 -4.15 0.00
H -0.72 -3.66 -1.57
H -1.74 -3.40 -0.03

Version b
19
Properties=species:S:1:pos:R:3 method="wB97M-V/def2-TZVPD" total_charge=-1 gap_ev=8.29 molar_mass_g_mol=132.1 e_homo_ev=-4.578 lumo_energy_ha=0.13634
C 1.59 0.47 0.95
C 0.69 -0.59 1.57
C 0.79 1.78 0.73
O 1.33 2.90 1.11
N -0.09 1.78 -0.35
H 2.40 0.59 1.71
H 1.94 0.20 0.00
H 1.08 -0.82 2.54
H -0.43 2.68 -0.69
H -0.73 1.01 -0.57
H 0.80 -1.51 1.01
H -0.39 -0.43 1.68
C 0.03 -1.59 -1.69
C -1.24 -1.51 -0.89
O -1.39 -2.43 -0.09
O -1.98 -0.54 -1.21
H 0.74 -0.88 -1.18
H 0.01 -1.35 -2.72
H 0.43 -2.60 -1.83

Most stable of them? version a.